No. 1
Entry from the OMol25 dataset: a cluster of 9 separate species, H18O9 in total at a distorted geometry (ωB97M-V/def2-TZVPD).

The HOMO energy is -0.36980 hartree. The energy relative to the best compared isomer or geometry (same formula, charge and spin) is 297.8 kJ/mol. Its HOMO-LUMO gap is 9.450 eV. Its structure (SMILES) is O.O.O.O.O.O.O.O.O.

Last column: Löwdin charge in e.
CARTESIAN COORDINATES (ANGSTROEM)
O  -2.813037  3.370593  0.624704  -0.06
H  -3.043037  2.467593  0.381704  -0.02
H  -2.633037  3.415593  1.562704  0.02
O  -2.896037  0.706593  0.000704  -0.01
H  -3.170037  0.615593  -0.925296  0.11
H  -3.025037  -0.168407  0.313704  0.06
O  0.696963  1.224593  -2.536296  -0.09
H  0.366963  0.754593  -1.746296  -0.04
H  -0.072037  1.483593  -3.072296  0.04
O  1.244963  0.130593  1.647704  -0.03
H  1.403963  -0.504407  2.346704  0.07
H  0.828963  0.870593  2.113704  0.08
O  2.715963  -1.940407  -0.451296  -0.07
H  2.103963  -2.274407  0.233704  0.05
H  3.519963  -2.555407  -0.455296  0.11
O  0.412963  -2.406407  -1.763296  -0.05
H  0.124963  -1.645407  -1.272296  -0.03
H  1.127963  -2.868407  -1.339296  -0.01
O  -0.384037  -0.000407  -0.554296  -0.08
H  0.175963  -0.011407  0.239704  0.01
H  -1.335037  0.254593  -0.390296  0.04
O  3.036963  0.843593  -0.791296  -0.07
H  2.369963  1.502593  -0.966296  0.00
H  2.659963  0.044593  -0.375296  -0.02
O  -1.414037  -1.358407  2.462704  -0.05
H  -1.390037  -0.403407  2.713704  0.06
H  -0.615037  -1.548407  1.997704  -0.01

Cartesian forces, eV/Å:
-0.017 0.597 -0.454
0.119 0.052 0.542
-0.081 -0.254 0.139
-0.149 0.536 -1.281
-0.134 0.380 0.020
-0.395 -1.474 1.088
-0.037 0.593 -0.692
-0.234 0.155 -0.566
0.459 -0.220 0.479
-0.360 0.215 0.331
0.292 -0.258 0.224
0.260 0.091 -0.222
1.365 -1.561 0.723
0.758 0.042 -0.361
-1.713 1.338 0.183
-0.922 -1.173 -1.168
0.132 0.621 0.490
0.274 0.350 0.100
-0.796 -0.485 0.150
-0.479 0.227 0.137
1.569 0.001 0.422
0.746 -0.509 0.545
-0.521 -0.089 -0.178
0.088 0.798 -0.560
-1.140 1.261 0.863
0.135 -1.260 -0.383
0.781 0.024 -0.569

---

No. 2
Entry from the OMol25 dataset: a cluster of 9 separate species, H18O9 in total at a distorted geometry (ωB97M-V/def2-TZVPD).

The HOMO energy is -0.34447 hartree. The energy relative to the best compared isomer or geometry (same formula, charge and spin) is 460.7 kJ/mol. Its HOMO-LUMO gap is 9.478 eV. Its structure (SMILES) is O.O.O.O.O.O.O.O.O.

Last column: Löwdin charge in e.
CARTESIAN COORDINATES (ANGSTROEM)
H  -1.029248  -1.555174  -0.854373  0.05
H  -1.519254  -0.128985  -1.043902  0.04
H  0.838023  3.044980  -1.724561  0.02
H  0.163727  3.666535  -2.936598  0.04
H  2.346552  -1.661176  1.429446  0.05
H  3.375049  -2.502199  0.691261  0.06
H  -0.956330  3.791050  1.719376  0.04
H  -1.452612  2.890534  0.600083  0.03
H  -5.506183  -0.725404  -0.627199  0.03
H  -6.294131  -2.006462  -0.407946  0.03
H  2.244325  -3.052813  -2.472569  0.04
H  2.501804  -3.155228  -0.978160  0.02
H  -0.520773  -0.726773  2.233008  0.02
H  -1.970363  -1.119793  2.000059  0.05
H  0.800124  1.032060  1.365005  0.02
H  2.018395  1.168190  2.263519  0.05
H  2.657949  0.859929  -1.221655  0.04
H  2.825481  0.294733  0.179247  0.02
O  -1.529119  -0.858545  -0.414113  -0.09
O  0.816214  3.851567  -2.251753  -0.06
O  2.654306  -1.879767  0.542601  -0.08
O  -1.055719  2.863233  1.477990  -0.05
O  -6.251465  -1.228108  -0.974811  -0.06
O  2.343903  -2.513631  -1.679879  -0.08
O  -1.101379  -1.139192  1.583549  -0.09
O  1.192096  0.680441  2.172292  -0.05
O  2.408622  0.109986  -0.669921  -0.07

Cartesian forces, eV/Å:
0.138 0.023 0.092
-0.054 -0.124 -0.298
0.044 0.044 0.000
0.087 0.064 0.005
-0.225 -0.020 0.115
0.134 0.109 0.183
0.026 -0.075 0.026
-0.032 -0.028 0.087
-0.022 -0.042 -0.075
-0.015 0.057 -0.092
0.030 0.012 -0.099
-0.314 0.266 -0.129
0.134 -0.051 0.256
0.060 -0.003 -0.079
-0.223 -0.049 -0.048
-0.152 -0.003 0.164
0.022 0.043 -0.096
-0.019 -0.308 -0.160
-0.840 0.648 -3.165
-0.144 -0.157 0.029
0.422 -0.628 1.631
0.035 0.089 -0.191
0.066 -0.024 0.161
-0.052 -0.775 -1.119
0.618 -0.445 3.228
0.393 -0.043 0.049
-0.118 1.420 -0.474

---

No. 3
Entry from the OMol25 dataset: a cluster of 9 separate species, H18O9 in total at a distorted geometry (ωB97M-V/def2-TZVPD).

The HOMO energy is -0.38217 hartree. The energy relative to the best compared isomer or geometry (same formula, charge and spin) is 231.2 kJ/mol. Its HOMO-LUMO gap is 10.121 eV. Its structure (SMILES) is O.O.O.O.O.O.O.O.O.

Last column: Löwdin charge in e.
CARTESIAN COORDINATES (ANGSTROEM)
O  -1.017559  0.860008  -1.776347  -0.04
H  -0.373874  0.795703  -2.499826  0.10
H  -1.500413  1.677474  -1.951453  0.08
O  -3.469705  0.162757  -3.005653  -0.06
H  -2.705483  0.253357  -2.411211  -0.01
H  -4.126049  0.781943  -2.669089  0.03
O  -0.471599  3.397230  0.537989  -0.04
H  -0.801096  4.300967  0.612718  0.06
H  -0.368147  3.249669  -0.406719  0.04
O  -0.936708  -2.342583  2.021898  -0.05
H  -1.341798  -1.670529  2.583539  0.07
H  -0.302010  -2.786501  2.596843  0.07
O  -0.420075  -4.271484  -0.092117  -0.06
H  0.495810  -4.532324  0.048145  0.03
H  -0.661341  -3.767371  0.698287  -0.02
O  2.748529  -1.186563  0.755855  -0.06
H  1.833966  -0.878289  0.855958  -0.01
H  2.825434  -1.932315  1.357251  0.03
O  1.300719  1.782937  1.834800  -0.09
H  0.759724  2.576641  1.680053  0.00
H  0.842671  1.059543  1.371377  -0.02
O  -0.031272  -0.293273  0.410051  -0.08
H  -0.653127  -1.019681  0.550611  0.03
H  -0.267597  0.072227  -0.478490  0.02
O  2.962679  1.144078  -1.248787  -0.06
H  3.303452  1.882846  -0.734565  0.04
H  2.374878  0.683522  -0.641116  -0.01

Cartesian forces, eV/Å:
0.203 0.384 -0.679
-0.132 -0.045 0.067
0.132 0.017 0.119
0.119 0.244 0.196
-0.330 -0.326 -0.257
-0.043 -0.127 -0.039
-0.462 0.453 -0.175
0.037 -0.081 0.035
0.212 -0.063 0.030
-0.067 -0.099 0.393
-0.029 -0.067 -0.036
-0.002 0.120 0.002
0.050 -0.011 0.224
-0.036 0.023 -0.096
-0.080 -0.048 -0.326
-0.143 -0.042 0.092
0.000 -0.178 -0.081
0.065 0.051 -0.005
0.105 0.028 0.030
0.205 -0.611 -0.093
-0.098 0.413 0.295
-0.187 0.200 -0.892
0.349 -0.091 0.151
0.133 -0.197 1.077
-0.244 0.231 -0.283
-0.040 -0.092 0.101
0.284 -0.084 0.151

---

No. 4
Entry from the OMol25 dataset: a cluster of 9 separate species, H18O9 in total at a distorted geometry (ωB97M-V/def2-TZVPD).

The HOMO energy is -0.37341 hartree. The energy relative to the best compared isomer or geometry (same formula, charge and spin) is 244.8 kJ/mol. Its HOMO-LUMO gap is 9.502 eV. Its structure (SMILES) is O.O.O.O.O.O.O.O.O.

Last column: Löwdin charge in e.
CARTESIAN COORDINATES (ANGSTROEM)
O  -9.927880  12.919020  -2.525460  -0.05
H  -9.161100  13.286430  -2.085820  0.01
H  -10.547770  13.646710  -2.574930  0.01
O  -13.495270  13.937920  -3.911070  -0.08
H  -12.683980  14.359050  -3.627030  -0.03
H  -13.681550  13.291810  -3.229840  0.01
O  -11.441250  15.384550  -2.472840  -0.02
H  -11.632500  15.718730  -1.596500  0.07
H  -11.075080  16.134770  -2.941150  0.07
O  -8.967020  11.386970  -4.769190  -0.06
H  -9.429410  11.927640  -5.409590  0.03
H  -9.103960  11.834190  -3.934040  -0.03
O  -6.195290  12.921520  -2.720710  -0.03
H  -6.756470  13.657360  -2.965350  0.04
H  -5.419390  13.329030  -2.335820  0.05
O  -8.434610  14.677610  -0.803880  -0.03
H  -8.766460  15.533750  -1.074330  0.06
H  -8.038960  14.833550  0.053660  0.06
O  -6.373500  12.864180  -0.033970  -0.05
H  -6.913580  13.527110  0.396250  0.00
H  -6.605290  12.930020  -0.960350  -0.04
O  -11.062360  13.836090  0.704170  -0.05
H  -10.428910  13.874120  -0.012440  -0.02
H  -10.858690  13.020230  1.161470  0.04
O  -12.398130  11.752610  -2.932710  -0.05
H  -11.445970  11.783010  -3.026000  0.00
H  -12.680420  11.093060  -3.566380  0.05

Cartesian forces, eV/Å:
0.293 -0.446 -0.157
0.267 0.015 0.338
-0.389 0.500 -0.044
-0.679 0.652 -0.629
0.015 0.030 0.191
0.247 -0.238 0.065
0.450 -0.051 0.009
-0.362 -0.066 0.414
0.041 0.236 -0.326
0.223 -0.387 -0.333
-0.113 0.104 -0.153
-0.184 0.235 0.344
-0.216 -0.189 -0.093
-0.146 0.241 -0.316
0.467 0.109 -0.010
-0.128 -0.020 -0.275
-0.139 0.318 -0.122
-0.041 0.198 0.241
0.229 0.034 0.918
0.208 -0.293 0.240
-0.172 -0.294 -0.580
-0.179 0.400 0.129
0.269 -0.147 -0.267
-0.047 -0.252 0.089
-0.194 -0.512 0.370
0.414 -0.045 0.141
-0.134 -0.130 -0.184